ORCA calculation (ωB97M-V with the def2-TZVPD basis set) on a structure of composition C30H33BrN8O2V in a non-equilibrium geometry.

XYZ file:
```
75
Properties=species:S:1:pos:R:3:forces:R:3
V -1.2589 -0.3290 -0.6216 0.6 -1.6 -1.3
C 0.0334 -3.7806 -2.1242 0.1 0.0 0.0
C -1.1497 -2.8534 -2.1306 0.1 0.1 0.1
C -2.0787 -2.9548 -1.0908 -0.2 0.1 0.2
C -1.9481 -4.0195 -0.0372 0.1 0.0 0.0
C -3.1095 -2.0029 -0.9608 -0.2 0.0 0.0
C -4.0529 -2.1041 0.2114 0.0 0.0 0.1
C -3.2684 -0.9970 -1.9355 -0.3 -0.2 -0.1
C -4.3822 0.0159 -1.7926 0.0 0.1 0.0
C -2.4103 -0.9886 -3.0522 -0.1 0.2 0.2
C -2.6618 -0.0362 -4.1950 0.1 0.0 -0.1
C -1.3204 -1.8688 -3.1195 0.0 0.1 0.0
C -0.3970 -1.7564 -4.3065 0.0 0.0 0.0
H -0.2428 -4.7802 -2.4681 0.0 0.0 0.0
H 0.4314 -3.8644 -1.1147 0.0 0.0 0.0
H 0.8452 -3.4301 -2.7512 0.0 0.0 0.0
H -1.4512 -3.6181 0.8508 0.0 0.0 0.0
H -1.3670 -4.8683 -0.3857 0.0 0.0 0.0
H -2.9218 -4.3908 0.2758 0.0 0.0 0.0
H -3.5143 -1.9913 1.1543 0.0 0.0 0.0
H -4.5440 -3.0788 0.2207 0.0 0.0 0.0
H -4.8326 -1.3513 0.1836 0.0 0.0 0.0
H -5.3531 -0.4204 -2.0393 0.0 0.0 0.0
H -4.2283 0.8800 -2.4314 0.0 0.0 0.0
H -4.4445 0.3962 -0.7733 0.0 0.0 0.0
H -2.0372 0.8598 -4.1371 0.0 0.0 0.0
H -3.6968 0.2882 -4.2323 0.0 0.0 0.0
H -2.4391 -0.5147 -5.1473 0.0 0.0 0.0
H -0.8498 -2.2093 -5.1926 0.0 0.0 0.0
H 0.5576 -2.2450 -4.1491 0.0 0.0 0.0
H -0.1893 -0.7149 -4.5500 0.0 0.0 0.0
Br 6.6186 -1.0354 0.8077 0.0 0.0 0.0
C 5.5489 -0.1924 2.1260 0.0 0.0 0.0
C 5.9248 1.0441 2.6207 0.0 0.0 0.0
C 5.1291 1.6496 3.5800 -0.1 0.0 0.0
C 3.9560 1.0445 4.0080 0.0 0.1 0.2
C 3.6088 -0.2134 3.5274 0.1 -0.1 0.0
C 4.4075 -0.8340 2.5852 0.1 0.0 0.0
N 3.2405 1.7022 5.0691 0.2 -0.2 0.0
N 1.9997 1.7231 5.1165 -0.2 0.2 -0.1
C 1.1838 1.2917 4.0386 -0.1 0.0 0.2
C 0.0382 0.6064 4.4077 0.0 -0.1 -0.1
C -0.8193 0.1029 3.4527 0.2 0.1 0.0
C -0.5498 0.2507 2.0801 -0.2 0.0 0.0
O -1.4862 -0.1618 1.2485 -0.2 0.2 0.3
C 0.6486 0.9077 1.6909 0.1 0.1 0.1
N 1.0984 1.0162 0.3418 -0.1 -0.2 0.2
C 1.8507 2.1139 -0.0120 0.0 0.0 -0.1
C 2.4060 2.9388 0.9238 0.0 -0.1 0.0
C 2.2832 2.6393 2.2769 0.1 0.0 0.0
C 1.4206 1.5941 2.6746 -0.2 0.0 -0.1
H 6.8273 1.5244 2.2703 0.0 0.0 0.0
H 5.4043 2.6098 3.9955 0.0 0.0 0.0
H 2.7111 -0.7065 3.8740 0.0 0.0 0.0
H 4.1401 -1.8084 2.2025 0.0 0.0 0.0
H -0.1500 0.4586 5.4633 0.0 0.0 0.0
H -1.7288 -0.4122 3.7272 0.0 0.0 0.0
H 2.0302 2.2512 -1.0652 0.0 0.0 0.0
H 2.9905 3.7844 0.5900 0.0 0.0 0.0
H 2.7839 3.2399 3.0209 0.0 0.0 0.0
C 1.6602 0.0568 -1.8710 0.0 -0.2 -0.2
C 0.7833 0.0047 -0.6425 0.0 0.5 0.0
O 0.4417 -1.1915 -0.1848 0.0 0.3 0.0
H 2.7091 0.2479 -1.6266 0.1 0.0 0.1
H 1.3601 0.8048 -2.6102 0.0 0.0 0.0
H 1.6014 -0.9226 -2.3447 0.0 0.0 0.0
N -2.2126 4.5799 0.5161 0.1 -0.1 -0.1
N -1.7972 3.5846 -0.3551 -0.1 -0.1 -0.1
N -1.0330 3.8318 -1.3957 0.0 -0.1 0.0
C -0.9231 2.6200 -1.9184 0.0 0.0 -0.1
N -1.6040 1.7037 -1.2201 0.1 0.6 0.5
N -2.1797 2.3571 -0.2180 0.1 0.2 0.0
H -1.5388 5.3333 0.4162 0.0 0.0 0.1
H -2.1572 4.1859 1.4520 0.0 0.1 0.0
H -0.3451 2.4027 -2.7979 0.0 0.0 0.0
```
Positions in Å, forces in eV/Å.

## Properties
Energy relative to the best compared isomer or geometry (same formula, charge and spin) = 34.1 kcal per mole
Multiplicity = 4
HOMO-LUMO gap (spin up / spin down) = 5.4 / 6.5 eV
LUMO level (spin up / spin down) = 0.279 / 0.224 eV
HOMO energy (spin up / spin down) = -5.16 / -6.24 eV
<S²> = 3.93

Results of the Löwdin charge analysis, in e, for atoms 1 through 4: V 0.836; C -0.025; C -0.181; C -0.195

ORCA calculation (ωB97M-V with the def2-TZVPD basis set) on a cluster of 4 separate species, C30H33F4N4O8 in total in a non-equilibrium geometry.

XYZ file:
```
79
Properties=species:S:1:pos:R:3:forces:R:3
C 1.6113 0.8919 2.6132 0.2 0.2 -0.3
C 1.1597 0.9770 1.1486 0.4 -0.1 0.4
C 0.1791 -0.1172 0.7413 0.0 0.3 0.6
F 0.6301 -0.6997 -0.4251 0.0 0.0 -0.4
C -1.3393 0.2370 0.6056 1.2 0.1 -1.9
N -1.7820 -0.3100 -0.7429 -1.9 -0.4 1.9
C -2.3053 0.6641 -1.4867 0.7 0.6 0.0
N -3.0992 0.4960 -2.4999 -0.4 0.2 -0.3
N -1.9337 1.9466 -1.0389 0.7 -0.8 -0.3
C -0.7432 2.5661 -1.6826 0.1 0.8 -0.7
C -0.2543 1.7791 -2.8929 -0.2 0.3 -0.5
O -0.9471 1.7748 -3.9015 0.1 -0.6 0.8
N 0.9451 1.1083 -2.7348 -0.4 0.1 -0.9
C 2.1059 2.0178 -2.5930 -0.5 -0.1 1.1
C 1.1297 0.0171 -3.6897 0.6 0.0 -0.1
C -1.8983 1.6530 0.3984 -1.5 0.3 1.2
C -1.5788 2.8050 1.3343 1.2 0.0 -1.0
O -1.1409 2.2989 2.5915 -0.5 0.0 0.3
C -2.0913 2.0393 3.5264 0.2 -0.2 0.4
F -1.7850 0.8723 4.1289 -0.2 0.7 -0.2
F -3.3239 1.9205 2.9967 0.3 0.0 0.2
F -2.1280 3.0037 4.4609 -0.1 -0.5 -0.5
H 2.6350 1.2400 2.6901 0.2 0.2 0.1
H 1.6256 -0.1381 2.9485 -0.1 -0.2 0.2
H 1.0114 1.5050 3.2709 -0.2 -0.1 0.2
H 2.0508 0.8041 0.5551 0.0 -0.1 -0.3
H 0.8381 1.9877 0.9234 -0.2 0.1 -0.1
H 0.2530 -0.9062 1.4845 -0.1 -0.2 0.2
H -1.8908 -0.2771 1.3808 -0.1 0.0 0.2
H -2.4143 -1.0866 -0.5461 0.4 -0.7 -0.8
H -3.2739 1.2847 -3.1032 -0.1 0.1 0.0
H -3.5763 -0.3665 -2.7013 0.3 -0.3 -0.1
H 0.0753 2.7563 -0.9973 -0.1 -0.3 0.4
H -1.0536 3.5287 -2.0738 -0.1 0.3 0.1
H 2.5672 1.8787 -1.6191 0.2 -0.1 0.1
H 1.7720 3.0488 -2.6340 0.1 0.2 -0.2
H 2.8446 1.8323 -3.3586 0.0 0.0 -0.3
H 0.8361 0.2736 -4.7029 -0.2 0.1 -0.1
H 2.1854 -0.2229 -3.7189 0.2 -0.1 0.1
H 0.6244 -0.8826 -3.3599 -0.3 0.0 0.1
H -2.9624 1.4807 0.5906 -0.1 -0.1 0.1
H -2.3898 3.5162 1.4083 -0.3 0.0 0.2
H -0.7424 3.3445 0.9059 0.2 0.3 0.3
C 1.3833 6.0483 3.5485 0.0 0.0 0.0
C 0.7338 5.5238 2.5136 0.0 0.0 0.1
C 0.9982 5.9720 1.1290 0.0 0.1 0.0
O 0.3978 5.4874 0.1865 0.0 -0.2 0.0
C 2.0163 7.0282 0.9294 0.0 0.0 0.0
C 2.6699 7.5578 1.9604 0.0 0.0 -0.1
C 2.4063 7.1099 3.3529 0.0 0.0 0.0
O 2.9998 7.5863 4.2910 0.0 0.0 0.0
H 1.2045 5.7343 4.5690 0.0 0.0 0.0
H -0.0141 4.7504 2.6338 0.0 0.0 0.0
H 2.1925 7.3395 -0.0922 0.0 0.0 0.0
H 3.4171 8.3312 1.8389 0.0 0.0 0.0
C -0.4985 -4.9633 1.7329 0.0 0.0 0.0
C -1.1124 -4.3734 0.7099 -0.1 0.0 -0.1
C -2.4787 -3.8235 0.8581 0.1 -0.1 0.1
O -3.0406 -3.2785 -0.0788 0.0 0.4 0.0
C -3.1427 -3.9494 2.1764 0.0 0.0 0.0
C -2.5299 -4.5393 3.1995 0.0 0.0 0.0
C -1.1564 -5.0931 3.0586 0.0 0.0 0.0
O -0.5985 -5.6248 3.9895 0.0 0.0 0.0
H 0.5007 -5.3721 1.6493 0.0 0.0 0.0
H -0.6442 -4.2699 -0.2624 0.0 0.0 0.1
H -4.1423 -3.5397 2.2559 0.0 0.0 0.0
H -2.9931 -4.6446 4.1722 0.0 0.0 0.0
C 2.9524 -6.7645 -3.5090 0.0 0.0 0.0
C 2.7116 -5.8018 -2.6232 0.0 0.0 0.0
C 1.3265 -5.4250 -2.2576 0.0 0.0 0.0
O 1.1082 -4.5425 -1.4484 0.1 0.0 -0.1
C 0.2166 -6.1588 -2.9112 0.0 0.0 0.0
C 0.4541 -7.1217 -3.7971 0.0 0.0 0.0
C 1.8428 -7.5020 -4.1667 0.0 0.0 0.0
O 2.0596 -8.3776 -4.9708 0.0 0.0 0.0
H 3.9556 -7.0563 -3.7919 0.0 0.0 0.0
H 3.5046 -5.2529 -2.1318 0.0 0.0 0.0
H -0.7871 -5.8668 -2.6278 0.0 0.0 0.0
H -0.3400 -7.6703 -4.2870 0.0 0.0 0.0
```
Positions in Å, forces in eV/Å.

## Properties
HOMO-LUMO gap = 8.4 eV
LUMO level = -3.784 eV
HOMO energy = -12.19 eV
Total charge = +1

Results of the Löwdin charge analysis, in e, for atoms 1 through 4: C -0.063; C -0.164; C -0.254; F -0.005